[1]
C26H56N4O8 | wB97M-V/def2-TZVPD

Total energy (eV): -50200.229
Orbital gap (eV): 9.51
HOMO level (eV): -9.2
SMILES string: C#CC[C@@H]1C(=O)N[C@@H](O)[C@@H]1COCCOCCOCC.COC[C@@H](C)N.COC[C@@H](C)N.COC[C@@H](C)N

Last column: Löwdin charge in e.
Cartesian coordinates (Å):
C (1.4575, 0.8865, 3.4170)  0.05
C (1.5810, -0.4321, 3.3340)  -0.09
C (2.0774, -1.9746, 3.1293)  -0.13
C (1.9713, -2.4007, 1.5767)  -0.16
C (2.3451, -1.2839, 0.4399)  -0.30
O (3.0553, -0.2338, 0.5374)  0.03
N (1.5889, -1.8135, -0.7513)  0.07
C (0.2236, -2.1136, -0.1495)  -0.31
O (-0.8435, -2.5141, -1.0639)  -0.04
C (0.6522, -3.1456, 1.0199)  -0.14
C (-0.5061, -3.6282, 2.0254)  -0.16
O (-1.0191, -2.5994, 2.9110)  -0.20
C (-2.1744, -3.1018, 3.6747)  -0.13
C (-3.5572, -3.0272, 2.7939)  -0.17
O (-4.3754, -1.9360, 3.3351)  -0.18
C (-5.3875, -1.6859, 2.3162)  -0.17
C (-4.9351, -0.5724, 1.2025)  -0.17
O (-3.5187, -0.2581, 1.2488)  -0.21
C (-3.2645, 1.1710, 1.3450)  -0.23
C (-1.9280, 1.4293, 2.2696)  -0.08
H (1.5637, 1.9951, 3.7366)  0.06
H (1.4664, -2.6509, 3.8346)  0.11
H (3.1861, -2.0351, 3.4825)  0.13
H (2.8061, -3.1993, 1.4584)  0.15
H (1.5894, -1.2110, -1.5892)  0.13
H (-0.1451, -1.0798, 0.2216)  0.17
H (-1.4158, -1.7140, -1.2102)  0.11
H (0.8977, -4.1049, 0.4004)  0.17
H (-1.4063, -3.9578, 1.3531)  0.14
H (-0.1490, -4.5981, 2.5676)  0.12
H (-2.0013, -4.1706, 4.0889)  0.11
H (-2.3693, -2.4236, 4.6020)  0.14
H (-3.2857, -2.8252, 1.6744)  0.13
H (-4.0901, -4.0471, 2.8239)  0.13
H (-6.3798, -1.4111, 2.8530)  0.13
H (-5.5513, -2.6932, 1.7479)  0.12
H (-5.1548, -1.0626, 0.1680)  0.13
H (-5.6267, 0.3394, 1.3191)  0.12
H (-3.0125, 1.5711, 0.2777)  0.12
H (-4.1053, 1.7819, 1.8369)  0.12
H (-1.4381, 0.4504, 2.6255)  0.06
H (-2.2597, 2.0466, 3.2022)  0.08
H (-1.2080, 2.0878, 1.6445)  0.07
C (-2.8380, 5.4825, -0.9784)  -0.10
O (-2.0323, 4.3378, -0.7507)  -0.20
C (-1.5967, 3.6780, -1.9367)  -0.21
C (-0.3733, 4.3290, -2.6184)  -0.43
C (-0.7082, 5.6052, -3.3841)  -0.07
N (0.6919, 4.6202, -1.6490)  0.04
H (-3.4779, 5.3694, -1.8582)  0.09
H (-2.2090, 6.3695, -1.0740)  0.07
H (-3.4755, 5.6266, -0.1024)  0.09
H (-1.3070, 2.6698, -1.6215)  0.11
H (-2.4299, 3.5530, -2.6394)  0.12
H (0.0158, 3.6080, -3.3464)  0.13
H (-0.8531, 6.4666, -2.7277)  0.07
H (0.1081, 5.8626, -4.0659)  0.06
H (-1.6139, 5.4773, -3.9846)  0.08
H (0.9818, 3.7479, -1.2092)  0.07
H (0.2692, 5.1472, -0.8826)  0.07
C (5.0759, 6.3566, -6.3180)  -0.11
O (4.0284, 6.7346, -7.1961)  -0.19
C (2.7178, 6.5025, -6.6857)  -0.20
C (2.2098, 7.5866, -5.7102)  -0.44
C (2.8287, 7.4945, -4.3189)  -0.08
N (2.4326, 8.9378, -6.2432)  0.04
H (4.8221, 5.4706, -5.7289)  0.09
H (5.3341, 7.1906, -5.6628)  0.07
H (5.9580, 6.1298, -6.9221)  0.09
H (2.0585, 6.5036, -7.5603)  0.12
H (2.6445, 5.4998, -6.2466)  0.12
H (1.1298, 7.4397, -5.5938)  0.12
H (3.8496, 7.8825, -4.2840)  0.06
H (2.2440, 8.0821, -3.6046)  0.08
H (2.8439, 6.4600, -3.9629)  0.07
H (1.9348, 9.0269, -7.1277)  0.07
H (3.4160, 8.9991, -6.5133)  0.07
C (0.1405, -6.9301, 4.3732)  -0.10
O (0.4659, -6.9667, 2.9930)  -0.21
C (1.7522, -7.5108, 2.7048)  -0.20
C (1.8070, -9.0541, 2.6974)  -0.43
C (1.7961, -9.6724, 4.0920)  -0.07
N (0.7056, -9.6285, 1.9124)  0.04
H (1.0159, -6.7359, 4.9994)  0.10
H (-0.3420, -7.8635, 4.6684)  0.08
H (-0.5825, -6.1250, 4.5288)  0.07
H (1.9983, -7.1623, 1.6961)  0.12
H (2.5120, -7.0842, 3.3713)  0.12
H (2.7513, -9.3440, 2.2228)  0.14
H (0.8032, -9.6683, 4.5482)  0.06
H (2.1169, -10.7174, 4.0452)  0.08
H (2.4819, -9.1446, 4.7615)  0.08
H (0.7747, -9.2889, 0.9543)  0.07
H (-0.1615, -9.2097, 2.2541)  0.07

Forces on atoms 1 to 2 (eV/Å):
C 1.38 -6.96 0.39
C 0.46 6.23 0.40


[2]
C26H56N6O30 | wB97M-V/def2-TZVPD

Net charge: -1
Total energy (eV): -98230.910
Orbital gap (spin up / spin down) (eV): 3.79 / 2.64
⟨S²⟩: 0.76
Multiplicity: 2
HOMO level (spin up / spin down) (eV): -3.9 / -3.9

Last column: Löwdin spin population.
Cartesian coordinates (Å):
C (9.3749, 4.9735, -16.6631)  0.00
C (8.1505, 5.0003, -17.5164)  0.00
O (7.0784, 4.8376, -17.0281)  0.00
N (8.3273, 5.2084, -19.0334)  0.00
H (7.5434, 5.8101, -19.2423)  0.00
H (9.1653, 5.7646, -19.1256)  0.00
C (8.3581, 3.9558, -19.9609)  0.00
H (9.7721, 3.9586, -16.6814)  0.00
H (9.1045, 5.2976, -15.6581)  0.00
H (10.0562, 5.6964, -17.1117)  0.00
H (9.0095, 3.2313, -19.4723)  0.00
H (8.7827, 4.4787, -20.8179)  0.00
H (7.3378, 3.6086, -20.1239)  0.00
C (15.9634, 8.3540, -23.4287)  0.00
C (14.9853, 9.4097, -22.8289)  0.00
O (15.3710, 10.3833, -22.1633)  0.00
N (13.5072, 9.2681, -23.2426)  0.00
H (13.0327, 10.1584, -23.2917)  0.00
H (13.4507, 8.9911, -24.2122)  0.00
C (12.6983, 8.3230, -22.2720)  0.00
H (17.0050, 8.6610, -23.3341)  0.00
H (15.7628, 8.1777, -24.4854)  0.00
H (15.6770, 7.3930, -23.0015)  0.00
H (12.8873, 7.3222, -22.6603)  0.00
H (11.6723, 8.6628, -22.4139)  0.00
H (13.0983, 8.3835, -21.2599)  0.00
C (18.6420, -0.0745, -22.5100)  0.00
C (18.0871, 1.0788, -21.6258)  0.00
O (18.7053, 1.6433, -20.7049)  0.00
N (16.8538, 1.7174, -22.2774)  0.00
H (16.3816, 1.1458, -22.9633)  0.00
H (16.1819, 1.7960, -21.5274)  0.00
C (17.2857, 3.1159, -22.8357)  0.00
H (17.8703, -0.8115, -22.7323)  0.00
H (19.5472, -0.4633, -22.0437)  0.00
H (18.8693, 0.3683, -23.4797)  0.00
H (17.5400, 3.0310, -23.8922)  0.00
H (18.0751, 3.4986, -22.1888)  0.00
H (16.3793, 3.7036, -22.6898)  0.00
C (12.2913, 4.9680, -21.4108)  0.00
C (11.7900, 3.6175, -21.7867)  0.00
O (11.0330, 2.9434, -21.0751)  0.00
N (12.2662, 3.1138, -23.1595)  0.00
H (11.4236, 2.7670, -23.5952)  0.00
H (12.6078, 3.8575, -23.7513)  0.00
C (13.2029, 1.9386, -22.8753)  0.00
H (13.3362, 4.9740, -21.7211)  0.00
H (12.1824, 4.9966, -20.3266)  0.00
H (11.7459, 5.8112, -21.8347)  0.00
H (13.2378, 1.3564, -23.7961)  0.00
H (12.7655, 1.3075, -22.1017)  0.00
H (14.2371, 2.2541, -22.7372)  0.00
C (13.5286, 6.9896, -18.7258)  0.00
C (14.4698, 8.0265, -18.0902)  0.00
O (14.7629, 9.1005, -18.7006)  0.00
N (14.8951, 7.7285, -16.6759)  0.00
H (14.3798, 8.2812, -16.0059)  0.00
H (14.5954, 6.7784, -16.5096)  0.00
C (16.3700, 7.8712, -16.4975)  0.00
H (13.6383, 6.7429, -19.7818)  0.00
H (12.5014, 7.3522, -18.6875)  0.00
H (13.6926, 6.0071, -18.2832)  0.00
H (16.7391, 7.1554, -15.7630)  0.00
H (16.6497, 8.8956, -16.2515)  0.00
H (16.9345, 7.6537, -17.4042)  0.00
C (8.5265, -1.5726, -25.6727)  0.00
C (9.5591, -0.9219, -26.5897)  0.00
O (9.3640, -0.7366, -27.8279)  0.00
N (10.7906, -0.2678, -25.8926)  0.00
H (10.6228, 0.7218, -26.0048)  0.00
H (10.7424, -0.2861, -24.8839)  0.00
C (12.0862, -0.8621, -26.3920)  0.00
H (7.4657, -1.5345, -25.9202)  0.00
H (8.6862, -1.4640, -24.5999)  0.00
H (8.7489, -2.6317, -25.8031)  0.00
H (11.9684, -0.6647, -27.4575)  0.00
H (12.2118, -1.9324, -26.2281)  0.00
H (12.9799, -0.4497, -25.9237)  0.00
O (12.1716, 2.7788, -25.9200)  0.00
C (11.6852, 2.8897, -27.1538)  0.00
O (12.3581, 3.4446, -28.0230)  0.00
O (10.5950, 2.4271, -27.4721)  0.00
H (12.9922, 3.2363, -26.1176)  0.00
O (12.8354, -2.6460, -22.6452)  0.02
C (11.7487, -2.0000, -22.9643)  0.02
O (10.7058, -2.6421, -22.9788)  0.51
O (11.6955, -0.7565, -23.1228)  0.44
H (13.5059, -1.9596, -22.6724)  0.00
O (14.8121, -1.8316, -24.9172)  0.00
C (15.2662, -0.8556, -24.1082)  0.00
O (15.3446, -1.1543, -22.8740)  0.00
O (15.6334, 0.2803, -24.5346)  0.00
H (14.8240, -1.2513, -25.6818)  0.00
O (9.8788, 9.3419, -20.7640)  0.00
C (9.4247, 8.1705, -20.3350)  0.00
O (10.2298, 7.2541, -19.9955)  0.00
O (8.2161, 8.0159, -20.2098)  0.00
H (9.0504, 9.8224, -20.8311)  0.00
O (13.9787, 3.4982, -19.1518)  0.00
C (14.1390, 2.1930, -19.3812)  0.00
O (13.4632, 1.3184, -18.7945)  0.00
O (15.0616, 1.8432, -20.1797)  0.00
H (13.3556, 3.5252, -18.4220)  0.00
O (15.5414, 5.0984, -21.0983)  0.00
C (16.3849, 5.7562, -20.2950)  0.00
O (16.8298, 6.8345, -20.7091)  0.00
O (16.8420, 5.3167, -19.2155)  0.00
H (15.4551, 4.3585, -20.4927)  0.00
O (8.2503, 1.5832, -25.5762)  0.00
C (8.4023, 2.0082, -24.3505)  0.00
O (7.4338, 2.4057, -23.7329)  0.00
O (9.4856, 2.0285, -23.7892)  0.00
H (7.3441, 1.8356, -25.7674)  0.00
O (15.0432, 5.7985, -26.2914)  0.00
C (14.5755, 4.8874, -25.3812)  0.00
O (13.6585, 5.1410, -24.5237)  0.00
O (15.0240, 3.7111, -25.4211)  0.00
H (14.3901, 6.4563, -26.0417)  0.00

Forces on atoms 1 to 2 (eV/Å):
C 0.24 0.74 -0.91
C -0.38 -0.86 0.45


Q: The lowest total energy belongs to which entry?
A: C26H56N6O30


Q: What is the total energy in the first record?
A: -50200.229 eV


Q: Look up the total energy of the first one.
A: -50200.229 eV